Computed, not measured: 6 unconnected molecules or ions with the total composition C18H47N6O5PS, with ωB97M-V/def2-TZVPD.

As for the HOMO energy: -8.63 eV.

Each line ends with the Löwdin charge.
Geometry (Å):
N: -0.69559 0.69708 -1.90490  -0.0051
C: -1.75739 1.61884 -1.49307  -0.3172
C: -2.85428 1.85180 -2.52558  -0.2971
C: -3.99949 2.70165 -1.96936  -0.4315
P: -5.41108 1.61551 -1.36118  0.5002
S: -6.99568 0.18905 -0.64396  0.2668
H: -0.47369 0.85659 -2.88073  0.0673
H: -1.03090 -0.25617 -1.85371  0.0683
H: -2.20661 1.21517 -0.58483  0.0991
H: -1.29586 2.57309 -1.23701  0.1067
H: -3.22694 0.86793 -2.83829  0.0947
H: -2.42054 2.32408 -3.40779  0.1046
H: -3.64416 3.33652 -1.15449  0.0705
H: -4.40853 3.35532 -2.74217  0.0685
H: -6.00687 2.67272 -0.66126  -0.0227
H: -4.52212 0.78027 -0.65877  -0.0271
H: -5.83153 1.36696 -2.67876  -0.0056
H: -7.84444 0.25624 -1.67198  -0.2331
C: 3.61459 -1.30476 0.60267  -0.0519
N: 3.50388 -1.01117 -0.81436  -0.1865
C: 2.81170 0.20017 -1.22595  -0.0317
C: 4.00926 -1.81272 -1.75961  -0.3504
O: 3.93171 -1.60295 -2.95983  -0.0047
H: 2.63139 -1.40074 1.06119  0.0700
H: 4.15493 -0.50722 1.11716  0.0883
H: 4.16219 -2.23558 0.73900  0.0825
H: 1.95077 -0.03603 -1.84687  0.0706
H: 3.48164 0.84376 -1.79802  0.0936
H: 2.46702 0.72516 -0.33967  0.0652
H: 4.51274 -2.70375 -1.34656  0.1329
C: 0.87358 2.56479 4.55058  -0.0539
N: 1.18556 1.57868 3.53601  -0.1873
C: 1.58528 2.02140 2.21110  -0.0369
C: 1.12349 0.25957 3.77788  -0.3498
O: 1.38075 -0.60406 2.95954  0.0034
H: 0.03271 3.18852 4.24070  0.0894
H: 1.73920 3.20217 4.74178  0.0813
H: 0.60641 2.05603 5.47491  0.0806
H: 0.89773 1.64132 1.45390  0.0873
H: 2.58609 1.65982 1.97319  0.0835
H: 1.58477 3.10800 2.18775  0.0893
H: 0.80365 0.02321 4.80750  0.1320
C: -9.57337 -4.18487 -0.55479  -0.0584
N: -9.61163 -3.49313 -1.82526  -0.1971
C: -10.04048 -4.20446 -3.01723  -0.0427
C: -9.25484 -2.20182 -1.94331  -0.3788
O: -9.26102 -1.57852 -2.98916  -0.0031
H: -8.89049 -5.03594 -0.59416  0.0889
H: -10.56524 -4.54753 -0.27698  0.0882
H: -9.22615 -3.49973 0.21575  0.0843
H: -9.24974 -4.21006 -3.76744  0.0920
H: -10.91478 -3.72520 -3.45772  0.0915
H: -10.28810 -5.22799 -2.74678  0.0836
H: -8.95058 -1.74888 -0.98623  0.0772
C: 3.01371 2.43911 9.36369  -0.0610
N: 3.66513 2.31350 8.07711  -0.1992
C: 4.23119 1.03370 7.68234  -0.0377
C: 3.77330 3.34726 7.22266  -0.3652
O: 4.30241 3.28169 6.12984  0.0069
H: 3.70690 2.21442 10.17642  0.0897
H: 2.16122 1.76099 9.43793  0.0886
H: 2.65589 3.45911 9.48805  0.0815
H: 5.30158 1.12627 7.50033  0.0942
H: 3.76767 0.67382 6.76343  0.0871
H: 4.06129 0.31302 8.47820  0.0858
H: 3.31694 4.27676 7.60599  0.1332
C: 6.05158 -1.41808 -5.24571  -0.0689
N: 6.75703 -1.57558 -6.50520  -0.1985
C: 7.23002 -2.89100 -6.89558  -0.0468
C: 6.99248 -0.54519 -7.33422  -0.3645
O: 7.57902 -0.63475 -8.39734  0.0024
H: 6.69053 -1.70877 -4.40984  0.0885
H: 5.14970 -2.02686 -5.21585  0.0778
H: 5.76300 -0.37827 -5.11360  0.0814
H: 8.31284 -2.89003 -7.02418  0.0902
H: 6.78374 -3.19670 -7.84223  0.0907
H: 6.95805 -3.60451 -6.12166  0.0837
H: 6.59585 0.41199 -6.95340  0.1305

Computed, not measured: 3 unconnected molecules or ions with the total composition C18H47O7PSi, with ωB97M-V/def2-TZVPD.

As for the HOMO energy: -7.13 eV.

Each line ends with the Löwdin charge.
Geometry (Å):
C: 0.03842 2.55601 0.48744  -0.0759
C: -0.23391 3.84843 -0.23569  -0.2910
O: -1.24680 4.56142 0.45383  -0.2443
C: -2.15080 5.31406 -0.33709  -0.4279
P: -3.93623 4.66647 0.01523  0.6497
Si: -5.96375 3.74939 0.55084  0.3748
C: -5.64762 1.88075 0.53188  -0.2175
C: -7.28272 4.14469 -0.74158  -0.2179
C: -6.41695 4.30335 2.29739  -0.2183
H: 0.77001 1.96047 -0.04484  0.0748
H: -0.87043 1.97886 0.59595  0.0597
H: 0.41951 2.75636 1.47961  0.0732
H: -0.51530 3.62830 -1.26132  0.1094
H: 0.68568 4.42990 -0.22255  0.1148
H: -1.94360 5.22553 -1.39938  0.0690
H: -2.11569 6.35217 -0.01017  0.0675
H: -3.87254 3.86854 -1.19802  -0.0233
H: -3.42365 4.22811 1.31066  -0.0029
H: -4.47725 5.99865 -0.11755  -0.0259
H: -6.53893 1.29691 0.70834  0.0246
H: -5.17872 1.63112 -0.41478  0.0013
H: -4.92191 1.69385 1.31588  0.0212
H: -6.93969 3.75976 -1.69428  0.0173
H: -8.20364 3.62308 -0.49522  0.0222
H: -7.49848 5.20280 -0.82732  0.0175
H: -7.36628 3.88354 2.60054  0.0215
H: -6.42446 5.38503 2.37603  0.0197
H: -5.63228 3.95394 2.95835  0.0164
C: -3.00858 -0.34366 -1.30035  -0.1202
O: -2.19824 -1.40853 -1.73988  -0.1956
C: -2.79713 -2.15080 -2.78858  -0.2065
C: -1.75502 -2.94928 -3.53837  -0.1822
O: -1.02117 -2.19038 -4.48964  -0.1281
C: -0.01138 -1.32295 -3.99370  -0.1839
C: 1.26379 -2.02613 -3.58779  -0.2085
O: 1.12302 -2.61996 -2.30932  -0.1973
C: 2.08964 -3.61836 -2.07015  -0.1084
H: -3.97135 -0.70586 -0.92149  0.0855
H: -2.48184 0.16607 -0.49536  0.0779
H: -3.18254 0.37281 -2.11328  0.0883
H: -3.30881 -1.47952 -3.48894  0.1287
H: -3.53631 -2.83850 -2.35414  0.1279
H: -2.27856 -3.70459 -4.12854  0.1269
H: -1.09083 -3.46876 -2.84542  0.1230
H: -0.38743 -0.70129 -3.17889  0.1215
H: 0.22806 -0.66481 -4.83202  0.1267
H: 2.08189 -1.29311 -3.54771  0.1280
H: 1.50950 -2.78840 -4.33709  0.1284
H: 1.99430 -4.43696 -2.79364  0.0889
H: 1.91677 -4.01455 -1.07117  0.0823
H: 3.10318 -3.20398 -2.11400  0.0893
C: 2.93819 -1.00836 3.91352  -0.1117
O: 3.82550 -2.00460 3.45806  -0.1981
C: 3.25702 -2.79733 2.42904  -0.2064
C: 4.32926 -3.52522 1.64906  -0.1803
O: 4.98232 -2.71484 0.67759  -0.1346
C: 5.91353 -1.76050 1.17087  -0.1828
C: 7.23986 -2.35395 1.59052  -0.2073
O: 7.14723 -2.94864 2.87418  -0.1973
C: 8.18552 -3.87093 3.11235  -0.1145
H: 2.02220 -1.44950 4.32323  0.0881
H: 3.44355 -0.45029 4.69922  0.0876
H: 2.67598 -0.31724 3.10360  0.0865
H: 2.67796 -2.16943 1.74109  0.1285
H: 2.58264 -3.53435 2.88752  0.1287
H: 3.83685 -4.31459 1.07644  0.1210
H: 5.05280 -3.99982 2.31353  0.1225
H: 5.48130 -1.16113 1.97352  0.1224
H: 6.10590 -1.09514 0.32608  0.1271
H: 7.99599 -1.55716 1.62570  0.1279
H: 7.54849 -3.10049 0.84864  0.1276
H: 8.15174 -4.69527 2.39018  0.0881
H: 8.04573 -4.27530 4.11290  0.0874
H: 9.16748 -3.38597 3.06039  0.0876

Computed, not measured: a molecular structure, C18H48AgN2PSbSi3, with ωB97M-V/def2-TZVPD.

For the energy relative to the best compared isomer or geometry (same formula, charge and spin), the calculation gives 6.87 kcal/mol. The total charge is +1. As for the HOMO energy: -10.56 eV.

Each line ends with the Löwdin charge.
Geometry (Å):
Ag: 0.51806 0.87524 -0.90994  0.3526
C: 1.99102 2.80178 1.66237  -0.1529
C: 1.95679 4.06753 2.55491  -0.1475
N: 0.77539 4.85780 2.24876  -0.1679
C: -0.41536 4.05431 2.46736  -0.1505
C: -0.39369 2.82486 1.52712  -0.1773
N: 0.84854 2.81248 0.73382  -0.2304
C: 0.91765 4.04865 -0.06479  -0.1704
C: 0.81796 5.28585 0.86027  -0.1506
H: 1.92955 1.88832 2.25943  0.1070
H: 2.90879 2.75865 1.07062  0.1123
H: 2.83495 4.69600 2.39155  0.1215
H: 1.92268 3.80471 3.61456  0.1206
H: -1.28709 4.68542 2.27896  0.1208
H: -0.43385 3.75720 3.51879  0.1212
H: -1.23658 2.84267 0.83069  0.1101
H: -0.43727 1.88981 2.09213  0.0872
H: 0.10399 4.02940 -0.79619  0.1102
H: 1.86722 4.03927 -0.60518  0.1013
H: -0.08883 5.86056 0.65924  0.1211
H: 1.67541 5.95099 0.73331  0.1215
C: -3.83158 -3.38611 0.88841  -0.1991
Si: -3.48236 -1.54481 0.54357  0.3652
C: -4.02612 -0.46236 2.01293  -0.2188
C: -4.31769 -0.98556 -1.07364  -0.2221
Sb: -0.90594 -1.21268 0.18342  0.7829
Si: 0.22911 -1.95979 2.40340  0.3445
C: 2.10757 -1.92057 2.08521  -0.2242
C: -0.22465 -0.75385 3.80870  -0.2122
C: -0.34732 -3.72142 2.82453  -0.2146
Si: -0.34158 -3.09619 -1.54515  0.3564
C: 1.55634 -3.34596 -1.53473  -0.2276
C: -0.80424 -2.26768 -3.20350  -0.2428
C: -1.19804 -4.79840 -1.41932  -0.2113
H: -4.89387 -3.55816 1.03445  0.0359
H: -3.31866 -3.72861 1.78148  0.0132
H: -3.50955 -4.00901 0.06096  0.0025
H: -5.09898 -0.53151 2.16257  0.0323
H: -3.78394 0.58315 1.84956  0.0210
H: -3.54917 -0.77741 2.93538  0.0106
H: -5.39675 -1.08007 -1.00624  0.0317
H: -3.98816 -1.58715 -1.91481  0.0136
H: -4.09209 0.05243 -1.29855  0.0241
H: 2.40813 -1.02418 1.54731  0.0069
H: 2.42087 -2.77656 1.49772  0.0163
H: 2.66258 -1.94723 3.01710  0.0311
H: 0.30728 0.18802 3.72620  0.0058
H: 0.02774 -1.18257 4.77309  0.0344
H: -1.28650 -0.53212 3.82069  0.0074
H: -0.33060 -4.35871 1.94621  0.0117
H: -1.35743 -3.71936 3.21949  0.0174
H: 0.29368 -4.17361 3.57408  0.0329
H: 2.08634 -2.45886 -1.19123  -0.0003
H: 1.91294 -3.57627 -2.53483  0.0273
H: 1.84262 -4.17477 -0.89805  0.0238
H: -0.58468 -1.20090 -3.16685  -0.0176
H: -1.85663 -2.38257 -3.43621  0.0181
H: -0.24558 -2.69554 -4.02847  0.0266
H: -1.15741 -5.20754 -0.41505  0.0152
H: -0.69797 -5.50427 -2.07456  0.0329
H: -2.23884 -4.76682 -1.72474  0.0180
C: 1.39470 2.29150 -4.48777  -0.2743
P: 1.90515 1.28103 -3.04330  0.7441
C: 2.41648 -0.26304 -3.89165  -0.2779
C: 3.53005 2.05111 -2.66723  -0.2820
H: 2.13888 2.19850 -5.28033  0.0534
H: 1.29337 3.33605 -4.19035  0.0415
H: 0.43721 1.93881 -4.86598  0.0410
H: 1.56279 -0.69207 -4.41305  0.0329
H: 2.77415 -0.97735 -3.15498  0.0263
H: 3.20922 -0.06142 -4.61024  0.0504
H: 4.24862 1.86931 -3.46518  0.0485
H: 3.93384 1.65757 -1.73689  0.0343
H: 3.39135 3.12405 -2.55137  0.0327